19
Properties=species:S:1:pos:R:3:nbo_charge:R:1 method="wB97M-V/def2-TZVPD" relative_energy_kcal_mol=102.8 charge=0 homo_lumo_gap_ev=9.351 e_homo_ev=-8.582 smiles="CN(C)C1C=CC=C1"
C 1.947 -1.054 -0.275 -0.429
N 0.985 0.006 -0.515 -0.409
C 1.652 1.151 0.036 -0.386
C -0.318 -0.008 0.186 -0.149
C -1.114 -1.218 0.102 -0.247
C -2.430 -0.843 -0.187 -0.198
C -2.527 0.658 -0.192 -0.230
C -1.239 1.081 -0.262 -0.199
H 2.163 -1.102 0.796 0.167
H 1.533 -1.953 -0.750 0.214
H 2.982 -0.900 -0.612 0.209
H 1.587 0.765 1.253 0.118
H 1.172 2.119 -0.289 0.213
H 2.644 1.107 -0.206 0.191
H 0.020 0.345 1.267 0.226
H -1.119 -2.309 0.273 0.245
H -3.364 -1.448 -0.129 0.214
H -3.438 1.411 -0.319 0.231
H -1.134 2.191 -0.176 0.219



19
Properties=species:S:1:pos:R:3:nbo_charge:R:1 method="wB97M-V/def2-TZVPD" relative_energy_kcal_mol=63.7 charge=0 homo_lumo_gap_ev=9.876 e_homo_ev=-9.379 smiles="C/C(=C/C#N)C(C)C"
C -1.195 1.095 0.973 -0.709
C 0.055 0.405 0.946 0.200
C 0.869 0.440 2.105 -0.431
C 2.106 -0.208 2.278 0.258
N 3.113 -0.761 2.487 -0.334
C 0.250 -0.250 -0.614 -0.216
C 0.253 0.962 -1.600 -0.618
C 1.458 -1.132 -0.644 -0.639
H -1.882 0.343 1.344 0.242
H -1.700 1.653 0.173 0.245
H -1.030 1.693 1.879 0.225
H 0.600 0.806 3.098 0.249
H -0.761 -0.747 -0.769 0.214
H 0.380 1.904 -1.149 0.216
H -0.671 0.977 -2.187 0.210
H 0.995 0.826 -2.404 0.218
H 2.083 -0.814 -1.512 0.211
H 1.166 -2.128 -0.800 0.218
H 2.058 -1.143 0.329 0.243



19
Properties=species:S:1:pos:R:3:nbo_charge:R:1 method="wB97M-V/def2-TZVPD" relative_energy_kcal_mol=136.1 charge=0 homo_lumo_gap_ev="7.921 / 7.923" e_homo_ev="-7.746 / -7.747"
C 2.359 -0.194 -0.446 -0.661
C -2.770 -0.067 -0.406 -0.609
C -0.299 0.403 -0.472 0.258
C 1.164 -0.021 0.445 0.058
C -0.314 -0.994 -0.138 -0.246
C -1.466 -0.156 0.348 -0.261
C 1.245 0.271 1.746 -0.340
N -0.292 1.379 -1.326 -0.731
H 0.587 1.397 -1.845 0.326
H 0.136 -1.971 -0.068 0.251
H -1.575 -0.033 1.427 0.190
H 2.516 0.693 -1.065 0.229
H 3.267 -0.355 0.137 0.231
H 2.224 -1.043 -1.121 0.228
H 0.368 0.364 2.373 0.209
H 2.206 0.443 2.219 0.208
H -2.644 0.017 -1.488 0.231
H -3.388 -0.951 -0.230 0.205
H -3.325 0.817 -0.088 0.223



19
Properties=species:S:1:pos:R:3:nbo_charge:R:1 method="wB97M-V/def2-TZVPD" relative_energy_kcal_mol=70.0 charge=0 homo_lumo_gap_ev=10.328 e_homo_ev=-9.401
C 3.294 -0.828 0.198 -0.224
C 2.167 -0.377 0.112 -0.007
C 0.802 0.108 0.081 -0.028
C 0.741 1.168 -1.082 -0.573
N 0.464 0.895 1.245 -0.805
C -0.167 -1.070 -0.223 -0.183
C -1.478 -1.116 -0.154 -0.182
C -2.436 -0.044 0.214 -0.663
H 4.253 -1.297 0.390 0.242
H 0.955 0.784 -2.075 0.215
H -0.254 1.615 -1.089 0.196
H 1.442 1.971 -0.880 0.224
H 0.504 0.346 2.091 0.362
H -0.482 1.220 1.197 0.359
H 0.317 -1.993 -0.543 0.213
H -1.937 -2.094 -0.340 0.203
H -2.736 -0.056 1.249 0.224
H -2.065 0.932 -0.065 0.204
H -3.385 -0.163 -0.326 0.223



19
Properties=species:S:1:pos:R:3:nbo_charge:R:1 method="wB97M-V/def2-TZVPD" relative_energy_kcal_mol=260.8 charge=0 homo_lumo_gap_ev=2.288 e_homo_ev=-5.873
C -0.283 4.131 -1.003 -0.400
C 0.044 3.474 0.228 0.008
N 0.210 3.828 1.447 -0.615
C 0.484 -0.852 -2.178 -0.328
C -0.611 -4.159 1.526 -0.328
C -0.456 -2.818 1.102 -0.293
C 0.272 -2.549 -0.147 -0.070
C 0.161 -1.305 -0.850 -0.296
H -0.211 5.169 -0.995 0.181
H -0.594 3.760 -1.985 0.201
H 0.158 2.352 0.115 0.127
H 0.921 3.210 1.878 0.333
H 1.380 -1.411 -2.552 0.215
H 0.068 0.121 -2.564 0.232
H -0.269 -4.951 0.756 0.201
H -0.515 -4.448 2.556 0.212
H -0.868 -1.919 1.685 0.238
H 1.047 -3.609 -1.020 0.174
H -0.257 -0.605 -0.065 0.207



20
Properties=species:S:1:pos:R:3:nbo_charge:R:1 method="wB97M-V/def2-TZVPD" relative_energy_kcal_mol=166.2 charge=+1 homo_lumo_gap_ev="7.773 / 7.773" e_homo_ev="-12.436 / -12.435"
C -1.203 -1.666 -0.398 0.200
C -0.639 0.127 -1.774 0.388
C 0.019 0.958 0.449 -0.073
C -0.487 1.125 -2.639 -0.380
C -0.293 2.053 1.067 -0.518
C -0.639 -1.312 0.973 -0.289
C 1.846 -0.575 0.530 -0.399
N -1.000 -1.051 -1.488 -0.406
N 0.478 -0.328 1.155 -0.420
H -1.560 -2.772 -0.510 0.244
H -0.935 1.022 -3.673 0.271
H -0.025 2.084 -2.360 0.271
H -0.141 2.409 2.121 0.215
H -0.396 2.959 0.523 0.240
H -1.490 -0.853 1.387 0.262
H -0.470 -2.214 1.465 0.244
H 2.412 0.330 0.474 0.255
H 2.336 -1.491 0.997 0.235
H 1.668 -0.800 -0.464 0.222
H 0.520 -0.006 2.165 0.438



21
Properties=species:S:1:pos:R:3:nbo_charge:R:1 method="wB97M-V/def2-TZVPD" relative_energy_kcal_mol=184.9 charge=+1 homo_lumo_gap_ev=9.040 e_homo_ev=-13.040
C 0.439 0.394 -0.636 0.666
C 2.381 -0.875 -0.446 0.423
C 3.812 -0.797 0.574 0.395
C -1.238 -0.945 1.183 -0.648
C 0.600 2.457 0.749 -0.437
C -0.521 -0.434 -1.224 -0.578
C -1.718 -0.602 -0.205 -0.374
N 3.801 -1.034 -0.747 -0.612
N 0.724 1.433 -0.186 -0.291
O 2.521 -1.221 0.854 -0.460
H -0.422 -0.372 1.638 0.203
H -2.022 -0.755 1.812 0.239
H -0.957 -1.953 1.440 0.237
H 0.875 3.390 0.292 0.256
H -0.446 2.436 0.941 0.235
H 1.155 2.201 1.708 0.258
H -0.845 0.027 -2.298 0.300
H -0.232 -1.403 -1.574 0.281
H -2.206 0.415 -0.234 0.213
H -2.531 -1.333 -0.604 0.261
H 4.392 -0.688 -1.386 0.431



21
Properties=species:S:1:pos:R:3:nbo_charge:R:1 method="wB97M-V/def2-TZVPD" relative_energy_kcal_mol=114.7 charge=+1 homo_lumo_gap_ev=7.677 e_homo_ev=-12.442
H -0.526 -0.368 -3.235 0.357
N 0.490 -0.293 -2.979 -0.533
C 0.683 -0.143 -1.803 0.323
C 0.030 -0.053 -0.493 -0.355
C -0.762 1.245 -0.267 -0.039
C -2.290 1.159 -0.081 -0.608
N -0.203 1.727 0.998 -0.272
C 0.645 2.344 1.638 0.858
O 1.410 2.707 2.543 -0.566
C 1.565 -0.020 -0.651 -0.236
C 2.269 -1.157 -0.028 -0.608
H -0.427 -1.022 -0.280 0.249
H -0.364 1.954 -1.051 0.253
H -2.561 0.708 0.820 0.234
H -2.668 2.096 -0.125 0.228
H -2.834 0.569 -0.844 0.251
H 1.689 3.632 2.635 0.577
H 1.871 1.034 -0.415 0.204
H 1.737 -1.471 0.754 0.212
H 3.280 -0.833 0.230 0.235
H 2.306 -1.977 -0.755 0.238